The following is a DFT calculation (the ωB97M-V functional and the def2-TZVPD basis) of C45H24I4N5NaO2Se as an isolated structure at a distorted geometry.

```
82
Properties=species:S:1:pos:R:3
Na -0.5409 -1.2743 0.1561
I 9.1812 -2.1179 2.0372
C 7.0970 -1.9267 1.6570
C 6.6145 -0.7289 1.1671
C 5.2617 -0.6165 0.9108
C 4.3879 -1.6787 1.1460
C 4.9046 -2.8659 1.6547
C 6.2603 -2.9958 1.9096
C 2.9556 -1.4856 0.8394
C 2.6249 -1.3927 -0.5153
C 3.5935 -1.5367 -1.5877
C 2.9375 -1.2409 -2.7322
C 1.5692 -0.9464 -2.3429
C 0.6054 -0.4704 -3.2401
C 1.1328 -0.0455 -4.5572
C 0.9950 -0.7864 -5.7240
C 1.5221 -0.3192 -6.9169
C 2.1816 0.8925 -6.9293
I 2.9993 1.6181 -8.7557
C 2.3168 1.6621 -5.7904
C 1.7934 1.1816 -4.6070
C -0.6984 -0.0645 -2.9467
N -1.2795 -0.0897 -1.7325
C -2.4046 0.6409 -1.8162
C -3.1498 1.1204 -0.7288
C -4.2357 2.0590 -1.0558
C -5.3543 1.6759 -1.7954
C -6.3186 2.5968 -2.1659
C -6.1597 3.9175 -1.7953
I -7.6123 5.3520 -2.3938
C -5.0703 4.3336 -1.0531
C -4.1226 3.3994 -0.6831
C -2.8427 0.9583 0.6315
C -3.6688 1.4659 1.7139
C -3.0403 1.1164 2.8582
C -1.8295 0.4210 2.4624
N -1.7629 0.3421 1.1241
C -0.8546 -0.0121 3.3646
C 0.3930 -0.5606 3.0531
C 1.4082 -0.9249 4.0265
C 2.4827 -1.3357 3.3153
C 2.1035 -1.2339 1.9198
N 0.8549 -0.7629 1.8123
C -1.1305 0.1999 4.8029
C -1.8258 -0.7479 5.5472
C -2.0551 -0.5563 6.8988
C -1.5894 0.5952 7.5003
I -1.9368 0.9010 9.5797
C -0.9034 1.5584 6.7883
C -0.6783 1.3516 5.4397
C -2.6054 1.0826 -3.1874
C -1.5380 0.6443 -3.8896
N 1.4179 -1.0854 -1.0182
H 7.2782 0.1045 0.9838
H 4.8609 0.3069 0.5178
H 4.2376 -3.6971 1.8341
H 6.6573 -3.9248 2.2938
H 4.6261 -1.8218 -1.4695
H 3.3265 -1.2276 -3.7388
H 0.4806 -1.7367 -5.6964
H 1.4274 -0.9025 -7.8211
H 2.8290 2.6130 -5.8175
H 1.8903 1.7585 -3.6986
H -5.4628 0.6413 -2.0831
H -7.1777 2.2841 -2.7444
H -4.9530 5.3743 -0.7813
H -3.2550 3.7104 -0.1201
H -4.6044 1.9907 1.6189
H -3.3495 1.3366 3.8661
H 1.3152 -0.8643 5.0985
H 3.4314 -1.6807 3.6908
H -2.1822 -1.6423 5.0594
H -2.5810 -1.3040 7.4739
H -0.5413 2.4520 7.2759
H -0.1382 2.0927 4.8690
H -3.4235 1.6829 -3.5467
H -1.3133 0.8034 -4.9304
O -2.0981 -2.8530 -0.4038
O -1.2647 -3.1071 0.6669
Se -1.2968 -2.9753 -2.0223
C -1.4834 -4.7820 -2.2769
N -1.6218 -5.9160 -2.4544
```

As for the orbital gap: 4.67 eV. The total charge is -2. The calculation puts the maximum force at 0.040 Eh/bohr.

Now the Mulliken charges, all in e: atom 1 (Na): 1.322, atom 2 (I): -0.009, atom 3 (C): 0.010, atom 4 (C): -0.724, atom 5 (C): 0.090, atom 6 (C): -0.695, atom 7 (C): -0.022, atom 8 (C): -0.623, atom 9 (C): 1.325, atom 10 (C): -0.058, atom 11 (C): -1.281, atom 12 (C): -1.480, atom 13 (C): 0.153, atom 14 (C): 1.390, atom 15 (C): -1.015, atom 16 (C): -0.018, atom 17 (C): -0.669, atom 18 (C): -0.014, atom 19 (I): -0.007, atom 20 (C): -0.754, atom 21 (C): 0.273, atom 22 (C): 0.558, atom 23 (N): 0.048, atom 24 (C): -0.093, atom 25 (C): 1.582, atom 26 (C): -0.334, atom 27 (C): -0.171, atom 28 (C): -0.605, atom 29 (C): -0.041, atom 30 (I): -0.013, atom 31 (C): -0.722, atom 32 (C): -0.121, atom 33 (C): 0.328, atom 34 (C): -1.498, atom 35 (C): -1.304, atom 36 (C): 0.229, atom 37 (N): -0.462, atom 38 (C): 1.115, atom 39 (C): 0.254, atom 40 (C): -1.548, atom 41 (C): -1.141, atom 42 (C): 0.382, atom 43 (N): -0.347, atom 44 (C): -0.683, atom 45 (C): 0.145, atom 46 (C): -0.640, atom 47 (C): -0.023, atom 48 (I): -0.005, atom 49 (C): -0.623, atom 50 (C): 0.212, atom 51 (C): -1.214, atom 52 (C): -1.783, atom 53 (N): -0.251, atom 54 (H): 0.362, atom 55 (H): 0.497, atom 56 (H): 0.502, atom 57 (H): 0.369, atom 58 (H): 0.486, atom 59 (H): 0.453, atom 60 (H): 0.512, atom 61 (H): 0.383, atom 62 (H): 0.375, atom 63 (H): 0.523, atom 64 (H): 0.530, atom 65 (H): 0.369, atom 66 (H): 0.362, atom 67 (H): 0.517, atom 68 (H): 0.458, atom 69 (H): 0.423, atom 70 (H): 0.393, atom 71 (H): 0.425, atom 72 (H): 0.558, atom 73 (H): 0.380, atom 74 (H): 0.376, atom 75 (H): 0.494, atom 76 (H): 0.383, atom 77 (H): 0.436, atom 78 (O): -0.253, atom 79 (O): -0.745, atom 80 (Se): 0.672, atom 81 (C): -0.012, atom 82 (N): -0.650